72
Properties=species:S:1:pos:R:3 method="wB97M-V/def2-TZVPD" orbital_gap_ev=11.70 multiplicity=1 smiles=CCCC#N.CC#N.CC#N.CC#N.CC#N.CC#N.CC#N.CC#N.CC#N.CC#N.CC#N energy_ha=-1538.9297
C -4.075 -2.165 -3.254
C -3.165 -2.193 -4.402
N -2.466 -2.232 -5.307
H -3.701 -2.886 -2.570
H -5.068 -2.471 -3.578
H -4.092 -1.126 -2.851
C -0.886 1.747 -4.517
C 0.270 2.558 -5.011
N 1.154 3.179 -5.440
H -0.883 1.936 -3.433
H -0.610 0.705 -4.726
H -1.804 2.139 -4.978
C 1.137 -2.231 -5.280
C 1.925 -1.248 -4.565
N 2.588 -0.447 -4.077
H 0.756 -1.717 -6.153
H 0.263 -2.501 -4.706
H 1.714 -3.113 -5.550
C 0.586 -0.061 -0.340
C -0.439 -0.611 -1.257
N -1.166 -0.988 -2.047
H 0.277 -0.189 0.674
H 0.688 0.985 -0.571
H 1.530 -0.537 -0.554
C -1.837 -4.194 -0.145
C -2.966 -4.796 -0.820
N -3.868 -5.246 -1.367
H -0.966 -4.798 -0.018
H -2.149 -3.685 0.783
H -1.504 -3.371 -0.755
C 3.753 -1.971 1.272
C 4.653 -1.591 2.381
N 5.370 -1.248 3.199
H 3.875 -1.188 0.511
H 2.746 -1.956 1.611
H 4.113 -2.926 0.917
C 0.159 3.690 1.812
C 1.482 4.281 2.080
N 2.476 4.792 2.341
H 0.010 2.786 2.366
H 0.061 3.443 0.752
H -0.559 4.437 2.141
C -3.828 0.169 0.351
C -3.135 1.104 1.204
N -2.598 1.759 1.984
H -4.842 0.436 0.191
H -3.819 -0.896 0.637
H -3.351 0.226 -0.638
C 4.417 2.344 3.043
C 3.186 1.606 2.839
N 2.293 0.940 2.622
H 4.114 3.301 3.499
H 4.889 2.539 2.078
H 5.066 1.807 3.699
C 2.919 2.529 -2.819
C 1.623 2.840 -2.168
N 0.613 3.135 -1.743
H 3.143 1.476 -3.004
H 3.797 2.821 -2.231
H 2.978 3.105 -3.745
C -2.259 -0.298 6.136
C -0.878 -0.558 5.503
C -0.764 0.042 4.085
C -1.383 -0.780 3.060
N -1.904 -1.481 2.284
H -2.263 -0.393 7.224
H -3.041 -0.980 5.752
H -2.608 0.706 5.931
H -0.674 -1.633 5.511
H -0.135 -0.091 6.145
H 0.311 0.219 3.806
H -1.252 1.012 4.192

---

65
Properties=species:S:1:pos:R:3 method="wB97M-V/def2-TZVPD" total_charge=+1 orbital_gap_ev="7.53 / 7.49" multiplicity=2 energy_ha=-1201.9944
Tc -0.016 -1.208 -0.547
C -3.093 -2.171 -2.473
C -2.368 -2.262 -1.162
C -1.356 -3.216 -0.985
C -0.844 -3.514 0.297
C 0.046 -4.707 0.491
C -1.283 -2.757 1.373
C -2.234 -1.736 1.208
C -2.726 -0.962 2.392
C -2.758 -1.497 -0.055
H -3.857 -2.951 -2.504
H -2.427 -2.332 -3.319
H -3.599 -1.214 -2.590
H -1.085 -3.856 -1.818
H -0.572 -5.583 0.697
H 0.721 -4.574 1.336
H 0.633 -4.917 -0.402
H -0.919 -2.991 2.367
H -3.590 -1.470 2.826
H -3.038 0.041 2.106
H -1.960 -0.886 3.162
H -3.532 -0.748 -0.176
C 2.173 -1.565 -3.028
O 2.681 -1.651 -1.685
C 1.870 -1.548 -0.649
C 2.694 -1.690 0.609
H 2.273 -0.545 -3.386
H 1.124 -1.856 -3.064
H 2.782 -2.237 -3.626
H 3.634 -2.207 0.410
H 2.143 -2.207 1.393
H 2.946 -0.688 0.967
C 1.566 1.210 3.926
C 1.855 1.782 2.544
N 0.659 2.259 1.852
C 0.395 3.699 1.964
C 1.201 4.516 0.964
C -0.111 1.440 1.139
C -1.240 2.038 0.351
N 0.043 0.129 1.117
H 2.501 0.992 4.441
H 0.984 0.288 3.874
H 1.004 1.925 4.529
H 2.355 1.046 1.914
H 2.537 2.627 2.632
H 0.646 3.997 2.983
H -0.667 3.884 1.835
H 2.270 4.452 1.167
H 0.911 5.565 1.024
H 1.026 4.167 -0.055
H -0.897 2.835 -0.306
H -1.997 2.441 1.028
H -1.694 1.265 -0.256
H 0.758 -0.197 1.756
C 0.131 2.718 -3.455
C -0.865 1.763 -3.598
C -0.864 0.628 -2.791
C 0.127 0.402 -1.827
C 1.124 1.382 -1.714
C 1.125 2.526 -2.502
H 0.134 3.603 -4.079
H -1.643 1.898 -4.340
H -1.663 -0.092 -2.919
H 1.919 1.253 -0.983
H 1.907 3.267 -2.380

---

75
Properties=species:S:1:pos:R:3 method="wB97M-V/def2-TZVPD" total_charge=+1 orbital_gap_ev=6.91 multiplicity=1 energy_ha=-2517.1090
C -1.580 4.638 -4.425
C -0.249 3.964 -5.100
P 0.835 2.922 -3.940
C 0.120 1.209 -3.538
C -1.367 1.198 -2.851
N 1.440 3.806 -2.525
C 0.818 4.229 -1.214
S -0.956 3.923 -0.703
C 2.027 4.981 -0.370
N 3.297 4.959 -1.205
C 2.915 4.260 -2.495
O 3.891 4.061 -3.581
C 4.902 3.138 -3.043
N 5.849 2.342 -2.666
H -2.460 3.854 -4.467
H -1.813 5.616 -5.069
H -1.320 5.019 -3.349
H -0.566 3.351 -6.071
H 0.410 4.867 -5.520
H 0.816 0.532 -2.857
H 0.026 0.620 -4.571
H -1.912 2.233 -2.852
H -1.211 0.819 -1.730
H -2.081 0.387 -3.344
H -0.985 4.116 0.707
H 1.948 5.484 0.706
H 4.260 5.329 -0.998
O -2.027 -0.482 0.275
C -0.930 -1.016 0.275
O 0.203 -0.446 -0.231
C 1.271 -1.389 -0.164
C 0.867 -2.373 0.903
C -0.635 -2.396 0.780
H 1.381 -1.863 -1.145
H 2.203 -0.874 0.088
H 1.331 -3.355 0.781
H 1.149 -1.986 1.890
H -0.971 -3.127 0.039
H -1.114 -2.573 1.745
O -1.751 -4.591 -1.287
C -1.119 -5.566 -0.915
O -0.453 -5.643 0.274
C 0.262 -6.876 0.332
C -0.435 -7.786 -0.646
C -0.920 -6.825 -1.702
H 1.304 -6.689 0.055
H 0.231 -7.273 1.351
H 0.212 -8.575 -1.037
H -1.296 -8.263 -0.161
H -0.163 -6.650 -2.472
H -1.858 -7.162 -2.151
O -2.049 -1.788 3.507
C -3.096 -1.181 3.659
O -3.619 -0.839 4.873
C -4.898 -0.238 4.680
C -4.891 0.264 3.260
C -4.014 -0.743 2.559
H -5.670 -0.996 4.850
H -5.036 0.575 5.399
H -5.892 0.348 2.828
H -4.421 1.253 3.218
H -4.586 -1.605 2.206
H -3.456 -0.285 1.738
O 3.472 -1.141 3.559
C 3.268 0.020 3.246
O 2.489 0.407 2.193
C 2.562 1.825 2.054
C 2.990 2.336 3.405
C 3.863 1.219 3.918
H 3.288 2.062 1.270
H 1.583 2.217 1.761
H 3.499 3.303 3.358
H 2.114 2.446 4.055
H 4.901 1.332 3.594
H 3.804 1.131 5.006

---

77
Properties=species:S:1:pos:R:3 method="wB97M-V/def2-TZVPD" orbital_gap_ev=6.90 multiplicity=1 smiles="O=C1C=CC(=O)C(CCC(=O)Nc2ccccc2)=C1.CCOS(C)(=O)=O.CCOS(C)(=O)=O.CCOS(C)(=O)=O" energy_ha=-3088.6020
O 0.434 -2.489 0.661
C -0.222 -3.520 0.989
C 0.348 -4.999 0.805
C -0.523 -6.124 0.900
C -2.057 -5.814 1.211
O -2.890 -6.740 1.017
C -2.543 -4.405 1.793
C -3.958 -4.157 2.514
C -3.654 -3.409 3.914
C -2.752 -4.251 4.931
O -3.315 -4.708 5.975
N -1.310 -4.513 4.800
C -0.999 -5.909 4.462
C 0.492 -6.366 4.272
C 0.882 -7.839 3.889
C -0.207 -8.933 3.666
C -1.680 -8.508 3.885
C -2.071 -7.040 4.278
C -1.650 -3.311 1.653
H 1.459 -5.148 0.596
H -0.130 -7.190 0.801
H -4.706 -3.574 1.873
H -4.447 -5.157 2.773
H -3.199 -2.354 3.779
H -4.674 -3.240 4.432
H -0.831 -3.835 4.191
H 1.375 -5.648 4.401
H 1.971 -8.178 3.753
H 0.081 -9.999 3.380
H -2.533 -9.264 3.738
H -3.187 -6.831 4.383
H -1.930 -2.274 2.029
O 3.783 2.500 -2.531
S 2.593 1.859 -3.023
O 1.296 2.115 -2.450
O 2.835 0.259 -3.065
C 3.238 -0.400 -1.864
C 2.080 -0.557 -0.896
C 2.487 2.117 -4.772
H 4.075 0.127 -1.398
H 3.600 -1.390 -2.152
H 1.743 0.414 -0.527
H 2.374 -1.159 -0.035
H 1.227 -1.030 -1.387
H 3.452 1.890 -5.222
H 2.231 3.165 -4.938
H 1.706 1.475 -5.177
O -2.892 2.748 1.789
S -1.872 3.488 2.486
O -1.685 4.900 2.282
O -0.452 2.740 2.288
C 0.006 2.484 0.958
C 0.531 3.742 0.292
C -2.040 3.194 4.224
H -0.785 2.021 0.361
H 0.818 1.757 1.037
H -0.272 4.464 0.126
H 0.979 3.510 -0.676
H 1.278 4.230 0.924
H -2.145 2.123 4.394
H -2.932 3.719 4.566
H -1.160 3.585 4.734
O 2.966 7.572 -7.251
S 2.590 7.344 -5.881
O 2.258 6.031 -5.392
O 1.399 8.364 -5.485
C 0.214 8.370 -6.281
C -0.664 7.167 -5.992
C 3.834 8.031 -4.826
H 0.466 8.431 -7.344
H -0.334 9.281 -6.027
H -0.179 6.241 -6.306
H -1.615 7.245 -6.524
H -0.860 7.082 -4.920
H 4.068 9.040 -5.163
H 4.718 7.396 -4.896
H 3.463 8.038 -3.801

---

78
Properties=species:S:1:pos:R:3 method="wB97M-V/def2-TZVPD" total_charge=-2 orbital_gap_ev="5.80 / 5.46" multiplicity=2 energy_ha=-7237.4487
Fe 0.482 -0.013 -0.270
N 1.854 0.697 1.234
C 1.522 0.958 2.639
C 0.290 1.832 2.793
C -0.970 1.086 2.394
N -1.011 0.854 0.946
H 2.400 -0.163 1.137
H 2.414 1.443 0.843
H 2.381 1.389 3.166
H 1.309 -0.013 3.093
H 0.386 2.749 2.198
H 0.202 2.146 3.837
H -1.858 1.644 2.710
H -0.989 0.113 2.887
H -1.195 1.716 0.441
H -1.797 0.250 0.706
S -2.464 -1.312 -4.146
As -2.314 -0.438 -2.234
S -1.084 -1.628 -0.855
S -1.255 1.464 -2.062
S -4.098 0.198 -1.246
C 2.873 2.892 -3.388
Si 2.586 2.237 -1.647
C 4.307 2.215 -0.832
C 1.563 3.525 -0.731
N 1.772 0.747 -1.702
C 2.148 -0.159 -2.686
C 3.441 -0.717 -2.730
C 3.817 -1.609 -3.726
C 2.917 -1.989 -4.719
C 1.632 -1.445 -4.694
C 1.259 -0.555 -3.702
H 3.431 3.834 -3.378
H 1.915 3.056 -3.888
H 3.437 2.169 -3.983
H 4.573 3.197 -0.428
H 5.065 1.946 -1.574
H 4.383 1.481 -0.025
H 1.949 4.524 -0.955
H 1.574 3.406 0.354
H 0.523 3.475 -1.062
H 4.140 -0.465 -1.940
H 4.819 -2.025 -3.714
H 3.211 -2.687 -5.494
H 0.896 -1.716 -5.443
H 0.264 -0.137 -3.715
O -3.972 -3.945 7.946
C -4.209 -3.087 6.901
O -5.274 -2.523 6.866
C -3.129 -2.951 5.913
C -3.408 -2.343 4.681
C -2.436 -2.201 3.716
C -1.102 -2.635 3.920
S 0.124 -2.422 2.736
C -0.839 -3.243 5.173
C -1.816 -3.395 6.129
H -3.135 -4.393 7.782
H -4.417 -1.997 4.495
H -2.687 -1.763 2.757
H 0.172 -3.579 5.368
H -1.519 -3.838 7.078
O 3.733 -2.946 0.599
C 2.722 -2.673 -0.048
O 2.078 -1.583 -0.061
C 2.156 -3.801 -0.923
N 1.326 -3.266 -2.035
C 0.407 -4.350 -2.456
C 0.014 -5.002 -1.130
C 1.193 -4.734 -0.166
H 2.984 -4.349 -1.372
H 1.884 -2.888 -2.803
H 0.735 -2.476 -1.674
H 0.972 -5.027 -3.099
H -0.421 -3.908 -3.011
H -0.189 -6.064 -1.266
H -0.888 -4.527 -0.748
H 1.715 -5.645 0.123
H 0.840 -4.248 0.745

---

72
Properties=species:S:1:pos:R:3 method="wB97M-V/def2-TZVPD" total_charge=+1 orbital_gap_ev=7.18 multiplicity=1 energy_ha=-2360.0968
Be 0.043 -0.021 -0.647
C -4.260 1.515 -0.562
Sb -2.700 0.410 0.453
C -2.847 1.484 2.334
C -3.975 -1.265 1.077
C -4.124 -2.236 -0.027
C -5.148 -2.037 -0.949
C -5.347 -2.900 -2.007
C -4.520 -4.002 -2.154
C -3.500 -4.208 -1.249
C -3.268 -3.332 -0.191
C -2.130 -3.602 0.716
Sb -0.299 -2.527 0.149
C 0.998 -3.872 1.256
C -0.087 -3.579 -1.712
H -5.192 1.456 -0.008
H -4.396 1.092 -1.552
H -3.965 2.556 -0.660
H -3.872 1.507 2.682
H -2.494 2.502 2.202
H -2.233 0.998 3.086
H -4.935 -0.827 1.340
H -3.525 -1.694 1.969
H -5.808 -1.190 -0.817
H -6.153 -2.729 -2.702
H -4.675 -4.695 -2.965
H -2.869 -5.077 -1.356
H -1.850 -4.652 0.662
H -2.342 -3.357 1.755
H 0.771 -4.902 0.993
H 0.846 -3.734 2.321
H 2.037 -3.668 1.019
H -0.474 -4.588 -1.613
H 0.956 -3.625 -2.000
H -0.645 -3.054 -2.478
C 5.338 2.333 -0.712
C 4.993 1.353 0.402
C 4.230 0.146 -0.132
S 2.685 0.738 -0.929
O 1.633 -0.214 -0.346
C 2.892 0.131 -2.642
C 2.964 -1.382 -2.754
C 2.409 -1.851 -4.095
H 6.012 3.099 -0.339
H 4.445 2.831 -1.086
H 5.827 1.819 -1.537
H 4.400 1.858 1.164
H 5.909 1.002 0.879
H 3.918 -0.527 0.665
H 4.817 -0.402 -0.863
H 3.763 0.640 -3.047
H 2.001 0.491 -3.155
H 2.355 -1.810 -1.954
H 3.989 -1.740 -2.632
H 1.365 -1.569 -4.193
H 2.480 -2.932 -4.161
H 2.962 -1.417 -4.923
F 1.989 6.062 1.459
C 1.765 5.669 0.206
F 2.966 5.586 -0.401
F 1.086 6.637 -0.412
C 1.062 4.334 0.126
C 1.032 3.462 1.210
C 0.507 2.200 1.012
N 0.027 1.791 -0.161
C -0.026 2.662 -1.168
C 0.484 3.944 -1.077
H 1.408 3.764 2.176
H 0.477 1.472 1.808
H -0.483 2.296 -2.073
H 0.443 4.623 -1.916
F -0.379 -0.095 -2.007